(1)
A 4-piece molecular cluster, C3H14NO3 overall in a non-equilibrium geometry, computed with wB97M-V/def2-TZVPD.

Positions of all 21 atoms, in Å:
H 0.280 1.270 1.563
H -1.528 -0.021 0.802
H 1.299 3.836 -1.650
H 0.695 -2.779 0.741
H 1.254 -0.056 2.033
H -2.848 -2.260 -0.744
O 0.410 1.247 -1.430
H -0.948 -1.508 1.784
H 2.125 4.016 -0.376
H 0.121 1.525 -2.309
N 0.048 -1.006 -0.012
C 0.774 -2.046 -0.052
C 0.220 0.280 2.021
O 1.233 3.808 -0.687
H 0.786 2.062 -1.028
H 0.134 -0.325 -0.789
O -1.998 -2.539 -0.381
H -1.457 -2.656 -1.171
H 1.415 -2.180 -0.915
C -0.723 -0.626 1.202
H -0.172 0.445 3.021

Cartesian forces (eV/Å) of the 6 atoms listed first:
-0.141 0.024 -0.052
-0.590 -0.428 0.498
0.079 0.454 0.011
0.204 0.000 0.025
-0.099 -0.468 0.334
-0.109 -0.221 0.208

HOMO energy   -15.4 eV
LUMO level   -4.12 eV
Total charge   +1
Relative energy (zero: lowest compared OMol25 entry of this formula, charge and spin)   1.1313 eV

(2)
A 4-piece molecular cluster, C3H14NO3 overall in a non-equilibrium geometry, computed with wB97M-V/def2-TZVPD.

Positions of all 21 atoms, in Å:
H 2.256 1.369 2.298
H -0.148 1.580 -0.561
H 0.617 1.639 0.821
H 1.354 -1.863 -1.414
H -1.798 -2.193 -2.148
H 0.332 -2.009 1.094
H 1.494 -0.205 -2.144
H -1.083 -0.925 0.793
N 0.693 1.197 -0.115
C -0.006 -0.993 0.918
H 0.224 -0.495 1.872
C 0.655 -0.283 -0.208
O -2.237 1.272 -0.013
H -2.569 2.123 0.324
O -1.666 -2.997 -1.655
O 1.902 2.215 2.044
H -2.779 0.630 0.459
C 1.198 -0.810 -1.293
H 1.485 1.528 -0.649
H -1.039 -3.489 -2.140
H 1.873 2.667 2.898

Cartesian forces (eV/Å) of the 6 atoms listed first:
0.466 -0.706 0.036
-0.238 -0.249 -0.233
0.978 -0.516 0.026
-0.343 -0.369 0.100
-0.157 0.377 -0.362
-0.145 -0.169 -0.636

HOMO energy   -14.2 eV
LUMO level   -3.08 eV
Total charge   +1
Relative energy (zero: lowest compared OMol25 entry of this formula, charge and spin)   1.1276 eV